Record 1
75
Properties=species:S:1:pos:R:3:lowdin_charge:R:1 method="wB97M-V/def2-TZVPD" spin_multiplicity=1 total_energy_ha=-3331.78014 total_charge=+1 e_above_lowest_ev=1.3851 fmax_ev_per_a=3.7
Ti 0.54 0.50 -0.88 0.69
N -0.98 -0.20 0.49 -0.45
P 0.34 -0.05 1.66 1.02
C -0.28 -0.84 3.19 -0.36
C 0.58 -1.77 3.77 -0.11
C 0.29 -2.32 5.01 -0.07
C -0.86 -1.92 5.68 -0.06
C -1.73 -1.02 5.09 -0.06
C -1.45 -0.48 3.85 -0.08
C 0.20 1.73 2.07 -0.37
C -0.97 2.45 2.30 -0.10
C -0.91 3.79 2.66 -0.07
C 0.32 4.42 2.79 -0.07
C 1.49 3.72 2.56 -0.06
C 1.43 2.39 2.19 -0.10
P -0.69 -1.69 -0.40 1.01
C -1.62 -2.93 0.55 -0.38
C -2.99 -2.81 0.74 -0.09
C -3.68 -3.80 1.41 -0.06
C -3.00 -4.90 1.91 -0.06
C -1.63 -5.03 1.72 -0.06
C -0.94 -4.05 1.04 -0.10
C -1.83 -1.49 -1.81 -0.38
C -2.24 -0.25 -2.32 -0.10
C -2.96 -0.21 -3.50 -0.06
C -3.28 -1.38 -4.17 -0.06
C -2.89 -2.61 -3.66 -0.06
C -2.17 -2.66 -2.49 -0.09
H -1.93 0.03 0.78 0.10
H 1.47 -2.06 3.24 0.10
H 0.96 -3.02 5.46 0.11
H -1.07 -2.30 6.66 0.11
H -2.62 -0.72 5.62 0.11
H -2.14 0.22 3.40 0.09
H -1.95 2.00 2.21 0.10
H -1.82 4.35 2.85 0.11
H 0.35 5.46 3.09 0.11
H 2.45 4.21 2.67 0.11
H 2.34 1.84 1.99 0.10
H -3.52 -1.96 0.32 0.11
H -4.75 -3.72 1.54 0.11
H -3.55 -5.67 2.43 0.11
H -1.12 -5.90 2.08 0.11
H 0.12 -4.14 0.85 0.11
H -1.99 0.68 -1.80 0.08
H -3.28 0.74 -3.90 0.11
H -3.83 -1.33 -5.10 0.11
H -3.14 -3.52 -4.18 0.11
H -1.85 -3.61 -2.08 0.11
O 0.51 0.42 -2.61 -0.17
C 1.52 0.40 -3.40 -0.13
C 2.87 0.42 -2.95 -0.12
C 3.93 0.35 -3.87 0.07
C 5.23 0.34 -3.43 -0.14
C 5.55 0.42 -2.07 0.02
C 4.54 0.47 -1.15 0.02
C 3.19 0.45 -1.55 -0.28
O 2.25 0.44 -0.62 -0.18
N 6.29 0.22 -4.40 -0.37
O 7.43 0.17 -3.97 0.09
O 5.98 0.16 -5.57 0.09
H 1.34 0.35 -4.48 0.14
H 3.73 0.29 -4.93 0.13
H 6.59 0.43 -1.77 0.12
H 4.74 0.51 -0.09 0.13
C -1.70 3.95 -1.06 -0.03
O -1.12 2.68 -0.74 -0.16
C 0.17 2.40 -0.96 -0.29
C 1.13 3.39 -1.52 -0.03
H -1.55 4.18 -2.12 0.10
H -1.28 4.74 -0.44 0.10
H -2.76 3.85 -0.87 0.10
H 0.84 4.44 -1.41 0.09
H 1.25 3.16 -2.59 0.11
H 2.10 3.24 -1.05 0.09

---

Record 2
108
Properties=species:S:1:pos:R:3:lowdin_charge:R:1 method="wB97M-V/def2-TZVPD" spin_multiplicity=1 total_energy_ha=-10257.32414 total_charge=-1 e_above_lowest_ev=0.1618 fmax_ev_per_a=0.5
Ba -0.02 0.36 -0.41 1.54
C 3.72 2.06 2.07 -0.09
C 2.90 1.10 2.91 -0.26
N 2.54 -0.12 2.19 -0.17
C 3.67 -0.79 1.56 -0.26
C 4.82 -1.16 2.49 -0.08
C 1.74 -1.03 3.01 -0.18
C 0.48 -1.49 2.27 -0.29
N -0.47 -0.41 2.10 -0.18
C -1.14 0.08 3.15 -0.24
C -1.86 1.29 2.95 -0.19
F -1.77 1.88 1.73 0.00
C -2.64 1.88 3.91 -0.24
F -3.30 3.02 3.60 0.07
C -2.78 1.35 5.18 0.03
C -2.08 0.18 5.41 -0.24
F -2.17 -0.41 6.63 0.06
C -1.30 -0.44 4.46 -0.15
F -0.70 -1.61 4.82 0.05
H 3.82 3.02 2.60 0.08
H 4.73 1.69 1.88 0.06
H 3.25 2.26 1.11 0.03
H 3.44 0.87 3.84 0.11
H 1.96 1.58 3.20 0.12
H 3.28 -1.70 1.09 0.07
H 4.04 -0.18 0.74 0.11
H 4.50 -1.80 3.32 0.06
H 5.59 -1.71 1.94 0.07
H 5.30 -0.28 2.92 0.06
H 2.33 -1.91 3.32 0.11
H 1.44 -0.53 3.93 0.11
H 0.81 -1.82 1.28 0.03
H 0.05 -2.38 2.75 0.11
H -3.39 1.81 5.94 0.12
O -1.14 2.11 -2.02 -0.41
N -0.33 2.95 -2.65 -0.24
C -0.53 3.12 -3.98 -0.04
C 0.23 3.96 -4.73 -0.08
C 1.25 4.67 -4.10 -0.09
C 1.46 4.48 -2.76 -0.11
C 0.67 3.60 -1.98 -0.72
S 0.97 3.37 -0.31 0.50
H -1.33 2.51 -4.36 0.12
H 0.03 4.05 -5.79 0.10
H 1.88 5.35 -4.66 0.10
H 2.25 5.00 -2.24 0.09
C -0.17 -3.39 -3.55 -0.31
As -1.22 -2.04 -2.61 1.08
C -1.45 -0.84 -4.16 -0.32
C -2.90 -3.09 -2.64 -0.37
C -4.29 -2.48 -2.39 -0.69
C -5.29 -3.65 -2.41 -0.09
C -4.42 -1.82 -1.01 -0.36
As -3.52 -0.11 -0.59 1.09
C -4.37 0.07 1.16 -0.31
C -4.64 1.20 -1.51 -0.32
C -4.68 -1.47 -3.47 -0.39
As -4.82 -2.15 -5.32 1.11
C -4.93 -0.36 -6.13 -0.34
C -6.76 -2.50 -5.35 -0.35
H -0.68 -3.70 -4.46 0.03
H -0.02 -4.23 -2.88 0.01
H 0.79 -2.94 -3.80 0.00
H -1.98 -1.34 -4.97 0.00
H -0.44 -0.58 -4.48 0.02
H -1.95 0.08 -3.86 0.00
H -2.72 -3.88 -1.90 0.08
H -2.91 -3.59 -3.62 0.05
H -5.08 -4.35 -1.59 0.09
H -5.21 -4.21 -3.35 0.06
H -6.31 -3.29 -2.30 0.08
H -4.07 -2.51 -0.23 0.08
H -5.49 -1.64 -0.81 0.07
H -5.43 -0.14 1.08 0.03
H -4.23 1.09 1.52 0.02
H -3.90 -0.61 1.87 0.03
H -5.69 0.92 -1.47 0.02
H -4.33 1.33 -2.54 0.01
H -4.50 2.15 -1.00 0.03
H -3.96 -0.66 -3.51 0.03
H -5.65 -1.03 -3.22 0.08
H -3.95 0.11 -6.10 0.01
H -5.64 0.27 -5.59 0.02
H -5.25 -0.45 -7.17 0.01
H -6.98 -3.42 -4.81 0.00
H -7.08 -2.62 -6.38 0.01
H -7.31 -1.67 -4.90 0.02
O 3.74 0.34 -2.49 -0.30
Cl 2.56 -0.46 -2.56 0.64
O 2.73 -1.52 -3.52 -0.34
O 1.41 0.35 -2.92 -0.46
O 2.28 -1.05 -1.25 -0.52
C 1.66 -5.50 2.23 -0.14
C 2.43 -5.40 0.93 -0.39
S 1.84 -3.98 -0.01 0.87
O 0.45 -4.33 -0.42 -0.53
C 2.88 -4.17 -1.46 -0.39
C 4.31 -3.70 -1.23 -0.12
H 1.97 -6.37 2.81 0.07
H 0.59 -5.59 2.03 0.07
H 1.82 -4.61 2.85 0.06
H 2.28 -6.28 0.30 0.09
H 3.50 -5.26 1.10 0.08
H 2.40 -3.53 -2.20 0.04
H 2.81 -5.21 -1.79 0.10
H 4.32 -2.67 -0.86 0.06
H 4.86 -3.72 -2.17 0.08
H 4.85 -4.33 -0.52 0.06

---

Record 3
10
Properties=species:S:1:pos:R:3:lowdin_charge:R:1 method="wB97M-V/def2-TZVPD" spin_multiplicity=1 total_energy_ha=-439.54098 total_charge=-1 e_above_lowest_ev=1.9246 fmax_ev_per_a=3.3
C 0.16 -1.95 0.31 -0.43
C 1.41 -1.79 0.81 -0.29
O -0.23 1.84 -1.83 -0.33
C -0.83 2.79 -1.32 -0.42
O -1.54 2.32 -0.16 -0.38
H -0.05 -3.03 0.16 -0.04
H 2.12 -2.60 1.03 0.00
H -1.98 3.07 0.24 0.04
Tl -0.84 0.13 -0.33 0.85
H 1.79 -0.78 1.08 -0.01

---

Record 4
12
Properties=species:S:1:pos:R:3:lowdin_charge:R:1 method="wB97M-V/def2-TZVPD" spin_multiplicity=1 total_energy_ha=-248.16895 e_above_lowest_ev=9.7294 fmax_ev_per_a=4.5
C -0.05 -0.79 1.03 -0.15
C -0.95 0.18 1.05 0.02
C 0.86 -0.85 -0.16 -0.22
N 2.14 -0.23 -0.23 0.19
H -0.27 -1.75 1.51 0.10
H -1.99 0.12 1.33 0.09
H -0.64 1.01 0.38 0.02
H 1.04 -1.80 -0.64 0.12
H 0.60 0.09 -0.77 0.16
H 2.15 0.79 -0.31 0.08
H -1.34 1.88 -1.98 -0.08
O -1.54 1.35 -1.21 -0.33